No. 1
Density functional theory data (ωB97M-V with the def2-TZVPD basis set) for a structure of composition C18H33BF4SiV.

Last column: Mulliken charge in e.
Atoms and positions in Å:
V -0.169 -0.055 0.097  0.207
C -1.511 -2.909 1.513  -1.993
C -1.562 -1.419 1.343  0.678
C -0.828 -0.583 2.191  -0.068
C -0.892 0.817 2.065  0.853
C -0.334 1.673 3.162  -1.499
C -1.669 1.357 1.029  -1.091
C -2.515 0.536 0.257  0.943
C -3.498 1.132 -0.700  -1.755
C -2.457 -0.842 0.429  -0.537
H -1.052 -3.372 0.638  0.331
H -2.516 -3.318 1.616  0.462
H -0.936 -3.184 2.395  0.344
H -0.304 -1.016 3.036  0.505
H -0.944 1.533 4.057  0.343
H -0.350 2.729 2.902  0.470
H 0.684 1.383 3.405  0.257
H -1.756 2.438 0.938  0.487
H -3.089 1.146 -1.710  0.267
H -3.749 2.151 -0.418  0.429
H -4.406 0.533 -0.729  0.410
H -3.104 -1.486 -0.156  0.456
F 0.350 -0.661 -3.571  -0.312
B -0.290 -0.540 -2.397  0.447
F -0.007 0.749 -1.803  -0.327
F -1.643 -0.679 -2.461  -0.302
F 0.182 -1.486 -1.424  -0.260
C 3.003 -0.441 -1.526  -1.689
Si 2.302 0.130 0.190  1.116
C 3.049 -1.234 1.423  2.274
C 4.535 -1.512 1.192  -1.925
C 2.864 -0.867 2.894  -1.693
C 2.265 -2.518 1.141  -2.209
C 2.995 1.979 0.325  2.177
C 4.524 2.011 0.306  -1.971
C 2.520 2.702 1.582  -1.797
C 2.465 2.756 -0.882  -1.882
H 4.084 -0.367 -1.588  0.409
H 2.582 0.157 -2.328  0.361
H 2.729 -1.472 -1.726  0.367
H 5.135 -0.634 1.407  0.313
H 4.726 -1.818 0.169  0.364
H 4.878 -2.314 1.846  0.507
H 3.513 -0.040 3.166  0.326
H 3.117 -1.716 3.532  0.515
H 1.835 -0.584 3.101  0.060
H 2.440 -2.856 0.124  0.329
H 1.195 -2.346 1.259  0.342
H 2.566 -3.314 1.821  0.572
H 4.926 1.527 1.193  0.347
H 4.884 3.042 0.300  0.510
H 4.926 1.515 -0.572  0.342
H 2.773 2.141 2.479  0.229
H 1.444 2.848 1.537  0.297
H 2.995 3.682 1.650  0.546
H 2.827 2.320 -1.807  0.375
H 2.797 3.794 -0.842  0.523
H 1.374 2.746 -0.900  0.220

Calculated values
Energy relative to the best compared isomer or geometry (same formula, charge and spin): 54.2 kJ/mol
2S+1: 4
Gap between HOMO and LUMO (spin up / spin down): 7.90 / 6.69 eV
Lowest unoccupied orbital energy (spin up / spin down): 0.2 / -0.6 eV

=====

No. 2
Density functional theory data (ωB97M-V with the def2-TZVPD basis set) for a structure of composition C18H33Br12GaOP.

Last column: Mulliken charge in e.
Atoms and positions in Å:
C 3.771 -0.487 -2.381  -0.500
C 2.494 -0.419 -3.011  -0.313
C 1.144 0.022 -3.854  -0.070
Ga -0.393 0.291 -2.489  0.037
C -1.643 1.766 -3.264  -0.121
C -0.994 3.234 -2.793  -0.022
C -0.342 4.392 -2.272  -0.782
P -1.442 -1.757 -2.081  0.464
O -3.003 -1.683 -1.841  -0.721
H 4.844 -0.339 -1.880  0.251
H 0.855 -0.826 -4.610  0.235
H 1.280 1.037 -4.423  0.260
H 0.227 0.928 -1.122  -0.332
H -1.557 1.675 -4.448  0.146
H -2.758 1.689 -2.915  0.372
H 0.494 5.046 -1.726  0.274
H -0.858 -2.325 -0.875  0.028
H -1.053 -2.647 -3.170  -0.031
Br -1.879 -0.159 0.763  -0.194
C -3.793 -0.336 1.093  -0.617
C -4.067 -0.730 2.526  -0.569
Br -3.704 -2.624 2.818  -0.179
H -4.177 -1.054 0.364  0.396
H -4.210 0.652 0.878  0.370
H -5.126 -0.604 2.765  0.391
H -3.466 -0.174 3.251  0.333
Br -0.102 -0.551 -8.076  -0.158
C -2.016 -0.728 -7.746  -0.554
C -2.290 -1.123 -6.313  -0.148
Br -1.927 -3.017 -6.020  -0.138
H -2.401 -1.447 -8.475  0.394
H -2.434 0.259 -7.960  0.362
H -3.349 -0.996 -6.074  0.414
H -1.689 -0.567 -5.588  -0.221
Br -2.979 -2.311 9.664  -0.168
C -3.677 -2.725 7.891  -0.521
C -2.816 -2.118 6.808  -0.171
Br -3.143 -0.203 6.637  -0.157
H -4.714 -2.378 7.867  0.394
H -3.663 -3.817 7.828  0.335
H -3.071 -2.538 5.832  0.047
H -1.744 -2.244 6.984  0.231
Br 0.882 6.332 -3.382  -0.084
C 2.034 7.857 -2.996  -0.602
C 1.273 9.158 -3.104  -0.562
Br 0.999 9.664 -4.967  -0.154
H 2.886 7.795 -3.679  0.343
H 2.383 7.698 -1.972  0.321
H 1.850 9.979 -2.668  0.335
H 0.286 9.124 -2.634  0.365
Br 1.455 -1.654 5.330  -0.118
C 1.968 -3.312 6.219  -0.722
C 1.450 -4.518 5.470  -0.418
Br -0.457 -4.780 5.788  -0.128
H 1.602 -3.249 7.248  0.418
H 3.062 -3.304 6.226  0.363
H 1.926 -5.432 5.834  0.339
H 1.586 -4.448 4.388  0.263
Br 3.943 -2.535 2.398  -0.076
C 5.297 -2.403 1.000  -0.354
C 6.454 -1.536 1.438  -0.628
Br 5.989 0.356 1.354  -0.129
H 4.793 -2.034 0.102  0.129
H 5.629 -3.431 0.828  0.323
H 7.302 -1.651 0.757  0.334
H 6.785 -1.738 2.461  0.396

Calculated values
2S+1: 1
Net charge: -1
Gap between HOMO and LUMO: 7.03 eV
Lowest unoccupied orbital energy: 1.9 eV

=====

No. 3
Density functional theory data (ωB97M-V with the def2-TZVPD basis set) for a cluster of 2 separate species, C18H33ClNO4Si in total.

Last column: Mulliken charge in e.
Atoms and positions in Å:
C 0.118 -1.917 2.238  -0.784
C 1.119 -0.851 1.454  0.008
C 1.258 -1.144 -0.160  -0.328
O 0.163 -0.435 -0.840  -0.290
Si 0.089 -0.798 -2.557  0.628
Cl 1.274 -2.534 -3.125  -0.354
C 0.862 0.698 -3.497  -0.466
O 0.547 2.019 -2.932  -0.376
C 1.536 2.453 -1.933  -0.508
C -1.719 -1.203 -3.147  -0.677
C -2.473 -1.943 -1.875  0.511
C -1.799 -3.410 -1.479  -0.781
O -3.859 -2.200 -2.298  -0.373
C -4.843 -1.746 -1.302  -0.545
C -4.864 -0.076 -1.219  0.464
C -5.341 0.836 -2.495  -0.256
C -5.281 2.477 -2.337  -0.407
C -4.739 3.071 -0.908  -0.317
C -4.278 2.171 0.394  -0.453
C -4.325 0.540 0.238  -0.282
H -0.984 -1.500 2.281  0.119
H 0.449 -2.112 3.343  0.304
H 0.189 -2.943 1.656  0.208
H 2.172 -0.890 2.004  -0.077
H 0.710 0.249 1.591  0.245
H 1.258 -2.307 -0.294  0.362
H 2.304 -0.704 -0.511  0.142
H 0.490 0.651 -4.624  0.264
H 2.033 0.486 -3.553  0.286
H 2.552 1.872 -1.952  0.238
H 1.081 2.354 -0.839  0.139
H 1.796 3.595 -2.074  0.256
H -2.245 -0.191 -3.442  0.269
H -1.727 -1.869 -4.128  0.300
H -2.361 -1.272 -0.922  -0.003
H -1.256 -3.867 -2.415  0.167
H -1.053 -3.226 -0.568  0.075
H -2.675 -4.063 -1.056  0.337
H -4.719 -2.219 -0.234  0.264
H -5.942 -2.036 -1.658  0.343
H -5.697 0.270 -3.484  0.300
H -5.596 3.120 -3.277  0.296
H -4.666 4.238 -0.794  0.280
H -3.916 2.649 1.423  0.274
H -3.997 -0.181 1.111  0.236
C 4.992 -0.460 4.957  -0.933
C 4.742 0.475 3.813  0.458
O 4.167 0.183 2.783  -0.491
N 5.089 1.843 3.901  -0.058
C 5.985 2.294 2.806  -0.818
H 5.527 -1.342 4.596  0.302
H 5.596 0.026 5.728  0.364
H 4.034 -0.756 5.394  0.313
H 5.446 2.078 4.828  0.384
H 4.198 2.319 3.720  0.382
H 5.453 2.217 1.853  0.329
H 6.885 1.675 2.814  0.365
H 6.240 3.337 3.007  0.366

Calculated values
2S+1: 1
Net charge: +1
Gap between HOMO and LUMO: 5.28 eV
Lowest unoccupied orbital energy: -4.5 eV

=====

Per-record max |F|, eV/Å: 1.2, 10.2, 5.0